Entry 1:
Density functional theory data (wB97M-V/def2-TZVPD) for a cluster of 12 separate species, C44H96F18N6O22S6 in total in a non-equilibrium geometry.

Structure (XYZ):
```
192
Properties=species:S:1:pos:R:3:mulliken_charge:R:1
C 23.74 23.87 -8.38 -1.424
C 22.70 24.66 -9.26 0.259
C 23.40 25.48 -10.38 -0.910
O 22.41 26.17 -11.19 -0.333
C 22.99 26.97 -12.30 -0.718
N 21.61 23.68 -9.90 -0.236
H 20.95 23.49 -9.15 0.326
H 21.22 24.10 -10.73 0.324
H 21.94 22.75 -10.12 0.294
H 24.23 23.17 -9.06 0.425
H 23.21 23.52 -7.49 0.403
H 24.47 24.53 -7.91 0.423
H 22.05 25.36 -8.73 0.312
H 24.01 24.85 -11.03 0.425
H 24.09 26.21 -9.97 0.574
H 22.31 26.82 -13.14 0.219
H 24.02 26.64 -12.43 0.338
H 23.01 28.01 -11.99 0.285
C 32.68 26.14 -5.51 -1.447
C 31.62 26.55 -6.50 0.387
C 31.32 25.32 -7.42 -0.947
O 30.42 25.75 -8.39 -0.350
C 29.87 24.72 -9.05 -0.720
N 30.29 26.88 -5.73 -0.225
H 30.52 27.54 -5.00 0.373
H 29.76 27.40 -6.42 0.337
H 29.80 26.08 -5.35 0.162
H 32.85 25.06 -5.50 0.362
H 32.53 26.39 -4.46 0.421
H 33.64 26.58 -5.74 0.318
H 31.83 27.50 -7.00 0.457
H 30.91 24.48 -6.85 0.481
H 32.19 24.88 -7.91 0.505
H 30.64 23.97 -9.19 0.338
H 29.37 24.90 -10.00 0.250
H 29.08 24.32 -8.41 0.281
C 13.80 26.65 -18.31 -1.391
C 14.49 27.86 -17.67 0.190
C 16.02 27.96 -17.83 -0.766
O 16.48 29.23 -17.23 -0.347
C 17.86 29.35 -17.02 -0.720
N 13.81 29.19 -18.13 -0.269
H 12.84 29.17 -18.42 0.332
H 14.06 29.87 -17.43 0.365
H 14.31 29.42 -18.98 0.367
H 14.42 25.80 -18.01 0.395
H 13.96 26.65 -19.39 0.409
H 12.77 26.55 -17.98 0.389
H 14.22 27.83 -16.62 0.239
H 16.39 27.83 -18.85 0.444
H 16.43 27.11 -17.29 0.490
H 18.10 30.35 -16.66 0.262
H 18.39 29.12 -17.95 0.314
H 18.24 28.68 -16.24 0.296
C 16.70 18.64 -9.23 -1.735
C 15.46 18.56 -8.35 0.375
C 14.40 19.60 -8.56 -0.787
O 13.32 19.21 -7.70 -0.317
C 12.10 19.73 -8.10 -0.762
N 15.02 17.09 -8.32 -0.233
H 14.63 16.82 -7.43 0.365
H 14.27 16.97 -8.99 0.347
H 15.77 16.46 -8.56 0.348
H 17.49 17.94 -8.95 0.457
H 17.19 19.61 -9.28 0.432
H 16.42 18.43 -10.26 0.403
H 15.85 18.67 -7.34 0.305
H 14.07 19.50 -9.59 0.398
H 14.70 20.65 -8.58 0.516
H 12.19 20.80 -8.31 0.301
H 11.35 19.61 -7.31 0.262
H 11.75 19.22 -8.99 0.319
C 21.38 22.29 1.45 -1.092
C 22.84 22.01 1.02 -0.832
C 23.40 22.98 -0.09 -0.745
C 23.49 24.45 0.28 -0.815
N 24.32 25.29 -0.72 0.389
C 23.85 25.02 -2.14 -1.119
C 22.62 25.86 -2.45 -0.550
C 23.10 27.12 -1.90 -0.826
C 24.00 26.82 -0.62 -0.544
C 25.83 25.04 -0.61 -0.697
C 26.44 25.24 0.83 -0.284
C 27.98 25.17 0.81 -1.474
H 21.12 21.62 2.27 0.385
H 20.74 21.85 0.68 0.296
H 21.18 23.32 1.72 0.312
H 22.99 20.94 0.87 0.402
H 23.52 22.12 1.87 0.379
H 22.76 22.81 -0.96 0.426
H 24.35 22.61 -0.48 0.434
H 23.88 24.49 1.30 0.302
H 22.49 24.90 0.33 0.578
H 24.71 25.44 -2.66 0.537
H 23.83 23.95 -2.37 0.655
H 22.34 25.77 -3.50 0.501
H 21.77 25.46 -1.90 0.213
H 23.67 27.73 -2.61 0.476
H 22.25 27.69 -1.51 0.347
H 24.92 27.39 -0.80 0.361
H 23.55 27.06 0.34 0.343
H 26.38 25.76 -1.23 0.522
H 25.98 23.98 -0.84 0.362
H 26.12 24.61 1.66 0.253
H 26.11 26.24 1.14 0.329
H 28.51 25.41 1.73 0.421
H 28.59 25.78 0.14 0.369
H 28.27 24.12 0.71 0.380
C 11.23 26.47 -10.24 -1.404
C 12.21 26.77 -9.09 -0.261
C 13.61 27.26 -9.71 -1.213
C 14.67 27.56 -8.67 -0.918
N 15.48 28.99 -8.82 0.197
C 16.16 29.13 -10.21 -0.729
C 17.60 28.77 -10.08 -0.625
C 17.91 28.49 -8.68 -0.709
C 16.66 29.09 -7.89 -0.788
C 14.53 30.24 -8.56 -0.901
C 13.76 30.10 -7.17 -0.133
C 12.72 31.27 -6.98 -1.399
H 11.13 27.25 -11.00 0.333
H 10.23 26.31 -9.83 0.390
H 11.60 25.61 -10.80 0.346
H 12.31 25.88 -8.48 0.359
H 11.86 27.60 -8.48 0.206
H 13.44 28.08 -10.40 0.434
H 13.97 26.63 -10.51 0.748
H 15.44 26.82 -8.87 0.525
H 14.41 27.37 -7.62 0.718
H 16.13 30.19 -10.43 0.366
H 15.56 28.55 -10.91 0.446
H 18.28 29.35 -10.71 0.416
H 17.56 27.83 -10.62 0.269
H 18.85 28.94 -8.36 0.378
H 17.99 27.41 -8.57 0.311
H 16.84 30.11 -7.55 0.450
H 16.32 28.55 -7.00 0.491
H 13.95 30.12 -9.47 0.550
H 15.04 31.19 -8.74 0.531
H 14.39 30.22 -6.29 0.352
H 13.24 29.15 -7.12 0.177
H 12.05 31.19 -7.83 0.343
H 13.15 32.27 -7.05 0.351
H 12.25 31.05 -6.02 0.391
C 22.09 16.77 -11.59 0.546
F 22.17 16.03 -10.47 -0.219
F 22.99 16.32 -12.48 -0.217
F 20.86 16.67 -12.14 -0.228
S 22.54 18.59 -11.08 1.096
O 22.23 19.39 -12.27 -0.653
O 21.73 18.91 -9.90 -0.651
O 23.97 18.54 -10.74 -0.666
C 17.43 21.99 -14.16 0.556
F 18.58 21.36 -13.92 -0.195
F 16.96 21.74 -15.41 -0.233
F 16.57 21.51 -13.26 -0.230
S 17.74 23.83 -13.99 1.120
O 18.24 23.93 -12.64 -0.638
O 18.75 24.14 -14.99 -0.682
O 16.42 24.49 -14.19 -0.694
C 17.78 23.92 -4.05 0.546
F 18.17 23.76 -2.73 -0.237
F 16.46 23.87 -4.11 -0.222
F 18.31 24.99 -4.53 -0.196
S 18.48 22.41 -5.08 1.056
O 18.29 22.79 -6.53 -0.635
O 19.88 22.37 -4.63 -0.627
O 17.67 21.23 -4.69 -0.677
C 25.16 31.16 -7.79 0.525
F 24.15 31.42 -6.98 -0.202
F 24.69 30.81 -8.99 -0.190
F 26.07 32.15 -7.80 -0.193
S 25.97 29.52 -7.10 1.139
O 24.86 28.55 -6.90 -0.660
O 26.93 29.01 -8.10 -0.666
O 26.56 29.82 -5.75 -0.741
C 23.94 33.74 -14.17 0.550
F 22.74 33.86 -14.74 -0.217
F 24.45 34.98 -13.82 -0.249
F 23.84 33.08 -13.01 -0.224
S 25.30 32.77 -15.25 1.072
O 25.08 33.26 -16.59 -0.670
O 26.59 33.13 -14.73 -0.631
O 25.00 31.36 -15.10 -0.630
C 30.23 21.92 -3.80 0.551
F 30.20 20.95 -2.87 -0.219
F 30.63 23.07 -3.28 -0.239
F 31.11 21.71 -4.81 -0.244
S 28.41 22.14 -4.53 1.084
O 27.60 21.52 -3.48 -0.656
O 28.24 23.59 -4.59 -0.610
O 28.42 21.49 -5.84 -0.654
```

The total energy is -215081.32603 eV. Its strongest force on any atom is 0.094 Eh/bohr. The spin multiplicity is 1.


Entry 2:
Density functional theory data (wB97M-V/def2-TZVPD) for a cluster of 5 separate species, H10O5 in total.

Structure (XYZ):
```
15
Properties=species:S:1:pos:R:3:mulliken_charge:R:1
O 26.34 0.96 -8.65 -0.636
H 26.27 0.16 -8.12 0.309
H 26.35 1.67 -8.00 0.327
O 23.01 3.12 -2.76 -0.649
H 23.77 3.47 -2.29 0.324
H 22.78 2.33 -2.28 0.321
O 20.71 4.68 -3.20 -0.641
H 21.49 4.29 -3.58 0.343
H 20.99 4.98 -2.34 0.304
O 24.21 3.06 -5.95 -0.692
H 23.64 3.13 -5.18 0.338
H 24.06 2.17 -6.27 0.305
O 27.06 3.15 -6.67 -0.670
H 27.32 4.03 -6.93 0.330
H 26.16 3.25 -6.36 0.387
```

The SMILES is O.O.O.O.O. The calculation puts the energy above the lowest of the compared OMol25 structures with the same formula, charge and spin at 0.928 eV. Its strongest force on any atom is 0.014 Eh/bohr. The spin multiplicity is 1.


Entry 3:
Density functional theory data (wB97M-V/def2-TZVPD) for a structure of composition C2H6FGdO2 in a non-equilibrium geometry.

Structure (XYZ):
```
12
Properties=species:S:1:pos:R:3:mulliken_charge:R:1
F -0.34 -3.18 0.44 -0.398
Gd 0.05 -2.12 -1.29 1.864
O -1.51 -0.49 -1.06 -0.561
H -1.88 0.01 -1.79 0.413
C 1.44 0.77 0.62 -0.586
O 0.42 -0.06 0.08 -0.323
C -0.90 0.39 0.05 0.007
H 1.10 1.04 1.63 0.295
H 2.37 0.19 0.63 0.272
H 1.56 1.66 0.00 0.327
H -1.34 0.38 1.06 0.340
H -0.98 1.40 -0.36 0.349
```

The calculation puts the energy above the lowest of the compared OMol25 structures with the same formula, charge and spin at 0.000 eV. Its strongest force on any atom is 0.060 Eh/bohr. The spin multiplicity is 8. Its total charge is +2.